1.
135
Properties=species:S:1:pos:R:3:lowdin_charge:R:1 method="wB97M-V/def2-TZVPD" total_charge=-1 de_lowest_kcal_mol=22.5 molar_mass_g_mol=1250.503 orbital_gap_ev="6.23 / 6.25" e_lumo_ha="0.070 / 0.070"
C -0.79205 4.99369 1.32628 -0.10
C 2.66222 -0.36290 -4.07086 -0.06
C -3.66022 1.00843 3.26527 -0.11
C -3.97996 -0.65321 -3.87943 -0.05
C -2.98939 -5.29611 0.94602 -0.08
H 1.15438 -0.38635 5.95644 0.08
H -3.21036 -6.30476 0.62568 0.10
H -2.72501 1.21066 0.79082 0.03
H -6.79353 -1.14378 3.82489 0.10
H 1.44543 1.97879 6.08720 0.10
C 4.39338 1.20206 3.72999 -0.09
C -3.63619 -0.33811 2.91253 -0.31
C 0.91351 -2.32885 0.50446 -0.53
C 0.05299 5.46647 3.51434 -0.09
H 3.77928 2.14057 6.91679 0.10
H -5.54700 -0.90303 -1.58024 0.10
H 3.70121 -0.26532 -4.31097 0.11
H 5.48227 0.68060 -2.40410 0.10
C 4.63917 -3.12873 1.56879 -0.07
S -0.53220 1.26091 -2.73600 0.74
C -2.77780 4.01963 -1.06804 -0.09
H 3.43916 2.08796 -3.49765 0.09
H -1.82558 -3.37959 6.58792 0.09
C -4.14192 4.25349 -1.06530 -0.08
C -0.25171 -1.93632 6.39196 -0.09
C 3.58066 1.86490 5.88818 -0.08
H 1.95269 -2.36169 -4.66571 0.12
C -5.00469 3.42747 -0.36499 -0.09
H 5.43897 -3.60916 1.02317 0.10
C 3.88800 1.23005 0.52801 -0.31
H -2.63984 -1.35693 -5.47647 0.11
C -3.85247 -4.26400 0.60938 -0.08
H -4.79750 2.62723 4.06507 0.11
B -0.57763 -2.07928 -3.71258 -0.44
H -4.91924 -0.35746 -4.29664 0.11
C 1.79962 -1.38986 -4.24667 -0.08
H -4.21828 -2.15718 0.69666 0.08
H 5.21789 0.95268 3.07155 0.11
C 3.97671 -3.81325 2.57107 -0.08
H -4.73840 -4.46411 0.02187 0.10
H -4.53318 5.10695 -1.60280 0.10
C 4.21338 0.63628 -0.69274 -0.10
C -2.85496 -1.13888 -4.45142 -0.06
H 6.62834 2.76594 -1.73138 0.10
H -0.63082 -2.60054 -4.79186 0.07
Ti 0.00608 0.15930 0.83419 0.47
H 2.45048 -3.68860 4.07292 0.11
Ge 0.18456 1.15105 3.29162 0.84
O 2.41842 -1.90189 -1.35302 0.10
C -0.26693 -0.63252 4.37588 -0.27
O 1.23940 -0.21663 -0.48494 -0.28
P -2.03141 -0.98393 2.26472 1.04
N 1.95619 0.64269 -3.46911 -0.11
C 4.28147 -1.83286 1.23862 -0.06
H 0.18706 -2.17522 7.35110 0.09
C 4.63811 1.58303 5.03685 -0.09
C -5.91803 -0.52880 3.66511 -0.09
C 5.85427 2.34527 -1.10507 -0.08
H 1.80971 -1.40517 3.50180 0.08
H 3.54317 5.19725 -0.60075 0.10
C -1.34928 -1.35716 3.92229 -0.38
H 5.65699 1.64560 5.39754 0.10
H 5.97680 3.89005 0.37576 0.10
C -1.56796 -3.73000 2.08001 -0.09
H 2.91028 6.15410 -2.79052 0.10
C 2.27749 1.77463 5.42871 -0.12
C -4.80045 1.58125 3.79876 -0.08
H -2.13846 4.70297 -1.60458 0.09
N 0.57536 -1.03308 -3.76278 0.02
N -1.93051 -1.37236 -3.47812 -0.02
H -0.88588 6.91784 2.24060 0.09
H 1.75822 2.69454 -3.55468 0.07
C 3.24264 -1.20104 1.91199 -0.30
H -0.36441 -2.83874 -2.81442 0.08
H 4.80996 -1.34026 0.43687 0.09
H 0.82616 3.78589 4.58707 0.08
H -5.04402 0.80426 -1.67081 0.09
C 0.19459 4.21695 -2.22908 -0.18
C 0.37302 4.13333 3.67151 -0.11
C -3.13756 2.08404 0.28880 -0.13
H 0.74496 5.53180 -3.81755 0.10
P -0.50249 2.53481 -0.01533 1.01
C -4.77316 -1.10496 3.14080 -0.09
C 5.20699 1.18167 -1.48622 -0.09
H 2.42284 2.08077 -2.03735 0.08
C -4.69453 -0.22083 -1.53579 -0.04
H -5.15485 1.69062 0.87949 0.11
C 4.50594 2.42984 0.87817 -0.11
H -1.14407 -5.81198 1.90321 0.11
C -0.57266 5.88897 2.35116 -0.09
F -0.89620 1.87059 4.74095 -0.37
C 2.00780 1.40898 4.11482 -0.29
C -2.44247 -2.69382 1.76441 -0.39
H 4.23413 -4.83715 2.79866 0.10
C -2.25730 2.92267 -0.38733 -0.34
H -0.65759 -3.52282 2.62475 0.11
C 2.42677 1.94598 -3.12258 -0.04
P 2.61021 0.50620 1.61321 1.14
H -1.23978 5.33529 0.40200 0.09
C 2.61360 -1.88320 2.95517 -0.09
C 0.09681 3.21442 2.67086 -0.25
H -2.77265 1.61491 3.13610 0.09
C 2.24237 5.47512 -2.27936 -0.09
C 2.96947 -3.17569 3.27624 -0.06
C 1.73501 4.08144 -0.39459 -0.10
H -6.83885 1.26674 4.38604 0.10
H 3.68956 -0.24258 -1.04034 0.08
N -3.73438 -0.57312 -2.53341 -0.11
C 2.59447 4.94363 -1.04921 -0.08
H -6.06667 3.62872 -0.36460 0.10
C 3.08117 1.12830 3.27201 -0.38
C 0.29154 -0.93414 5.60753 -0.10
C 1.03342 5.12329 -2.85702 -0.09
C -4.49496 2.33748 0.32083 -0.10
H -4.20885 -0.31349 -0.56424 0.03
H -4.77027 -2.15986 2.91048 0.09
C -0.44472 3.64957 1.47504 -0.38
C -2.46500 -1.00183 -2.30758 -0.68
C 0.67821 0.21198 -3.28263 -0.67
H 4.21988 2.93033 1.79396 0.11
O 1.04748 -3.53758 0.57057 0.14
C -1.92804 -2.33747 4.72689 -0.09
H 0.27249 6.17799 4.29854 0.09
H 1.99866 3.68425 0.57949 0.10
C -3.57256 -2.97025 1.00028 -0.16
C -1.84280 -5.02189 1.67094 -0.06
C -5.94080 0.81698 3.98455 -0.10
C 0.52735 3.70516 -0.97940 -0.38
C -1.37642 -2.62228 5.95959 -0.09
S -1.79911 -1.09096 -0.75284 0.78
O 0.30131 -1.57490 1.36230 -0.29
H -0.68465 3.85316 -2.73661 0.05
C 5.48560 2.97637 0.07215 -0.09
H -2.81325 -2.86563 4.39072 0.11
C 1.57948 -1.46395 -0.58354 -0.54

=====

2.
137
Properties=species:S:1:pos:R:3:lowdin_charge:R:1 method="wB97M-V/def2-TZVPD" total_charge=+2 spin_multiplicity=2 de_lowest_kcal_mol=12.8 molar_mass_g_mol=1199.718 orbital_gap_ev="6.24 / 6.46" e_lumo_ha="-0.207 / -0.198"
C -4.16430 3.46510 -0.24900 -0.06
H -2.56900 -2.45690 -0.14010 0.04
C -1.79710 0.56980 3.24050 -0.38
C 1.83140 -3.16100 4.25690 -0.05
H 2.09130 7.60330 2.05720 0.12
H 4.15700 1.17560 -5.57610 0.11
C 3.15760 -0.20110 -4.27930 -0.06
F 3.64600 3.65800 3.49800 -0.33
H -5.39250 4.41450 1.22280 0.11
C 4.46550 -3.07930 1.88840 -0.06
C 3.18490 0.33120 -1.92700 -0.38
P -0.12110 -2.60890 -0.00350 1.04
C 5.43210 2.30750 1.99150 -0.09
C 5.45000 0.36100 0.06580 -0.10
C 4.22640 0.82010 0.56950 -0.43
C 1.79010 1.74310 4.14410 -0.23
C 1.68920 6.68200 1.66670 -0.04
C -3.22900 2.21450 4.26520 -0.07
C -1.89620 -3.17470 0.34240 -0.27
C -4.39860 4.08530 0.96490 -0.05
H -2.41120 -1.13170 -4.32550 0.08
H -0.53010 -0.32800 5.48040 0.12
C -4.33880 1.43040 3.99630 -0.05
H -0.18820 -6.54350 -1.55740 0.15
C 3.88590 -1.88880 1.50060 -0.11
H -5.32010 1.75120 4.30470 0.11
C 1.26740 4.05210 -4.34100 -0.05
H 0.42780 0.51610 7.57200 0.12
H 0.33390 7.62770 0.29680 0.12
C 0.28300 0.38310 5.44660 -0.09
C 6.63480 1.85250 1.48930 -0.04
H -2.38020 -5.67500 -1.90430 0.15
H -5.04320 -0.37270 3.08200 0.11
C 1.46940 -1.97200 3.65810 -0.11
C -0.43780 3.11320 -2.93200 -0.11
C 2.81080 -0.50510 -2.97640 -0.19
C -3.34620 4.28000 1.84300 -0.07
C 0.81830 0.85490 6.62450 -0.04
P 2.76840 -0.01030 -0.17020 1.04
C -1.32160 -5.56780 0.57580 -0.10
C 0.71070 6.69550 0.68820 -0.04
C 0.64320 -4.19950 0.67960 -0.27
N -0.65380 -4.54990 -1.94750 -0.14
H 3.21240 -2.64850 -1.72340 0.08
Ti 0.19360 0.31830 0.17470 -0.03
H 3.13550 2.91020 5.33200 0.10
H -3.51560 4.75370 2.79790 0.11
C 1.68590 4.26050 1.67300 -0.24
C -1.65660 -0.10960 -2.58460 -0.71
S 0.04330 0.02310 -2.15170 0.70
C 0.13300 -1.66790 3.38760 -0.36
P -0.07370 2.81470 -0.08820 1.04
H 7.55560 2.27280 1.86090 0.12
C 4.10720 -3.95760 -0.30620 -0.08
H -2.05310 -3.12260 1.42390 0.08
C 0.37230 3.27650 -1.81230 -0.36
C 0.00780 3.50290 -4.18280 -0.06
C -2.02000 -4.68330 -1.61610 -0.10
H 2.22340 -1.22610 3.45130 0.09
H -2.54860 0.62240 -4.39940 0.09
H 0.57430 -4.18810 1.77070 0.08
H -4.58410 0.61930 -1.48490 0.07
H 2.85890 -0.86400 -5.07700 0.11
C 3.86010 1.51370 -2.22790 -0.10
H 4.21400 -4.75540 -1.02940 0.11
C 0.15060 -5.54620 -1.26320 -0.14
H 0.87290 -3.17630 -2.17760 0.08
C 4.57770 -4.12360 0.98520 -0.06
H 1.59990 4.37140 -5.31580 0.11
S -2.15320 -0.03910 0.07340 0.68
N 0.02110 -5.40510 0.17680 -0.14
H 2.20960 -1.38130 -2.78800 0.04
C -2.60110 -0.14310 -1.63080 -0.71
H -3.34080 3.15780 4.77720 0.11
H -3.19840 -4.74490 0.11650 0.19
H 1.19510 -5.43480 -1.55150 0.14
C 0.75770 0.81610 4.20320 -0.42
H -1.23350 -4.53370 4.56440 0.11
H 2.86580 -3.34790 4.49930 0.11
C 3.40210 -1.70760 0.20220 -0.35
C 0.69820 4.27580 0.69970 -0.43
H -1.42140 -5.43650 1.65560 0.14
C 0.22040 5.49790 0.21410 -0.09
H 4.85760 -3.18370 2.88760 0.11
C 1.85810 1.76740 6.56860 -0.04
H -2.82030 -1.10570 2.37550 0.04
H -2.61560 -3.91260 -2.11430 0.15
C -1.91610 -0.19700 -4.06230 -0.10
C -2.92330 -0.19200 2.94080 -0.18
H 5.44990 -0.40380 -0.69810 0.12
C -4.07490 -0.25700 -1.88310 -0.09
C -2.88840 3.05740 -0.59590 -0.11
H 2.30030 2.15420 7.47260 0.12
C 4.21210 1.81090 -3.53180 -0.07
Ge 2.58950 2.62760 2.48260 1.07
C 2.16570 5.47840 2.14870 -0.09
N -2.21880 -4.54410 -0.11150 -0.06
H -1.67940 -6.56050 0.29070 0.15
H -1.11320 2.42230 4.09450 0.11
H 7.57900 0.49380 0.11740 0.12
H 2.31390 3.91120 -1.13600 0.11
C 6.64820 0.86540 0.51820 -0.04
C -0.46820 -3.81670 4.29820 -0.08
P -0.10200 0.06050 2.76980 1.04
H 5.05380 -5.04610 1.27650 0.11
H 1.70190 -4.21780 0.41100 0.07
C 2.09320 4.18950 -3.23840 -0.07
H 3.86450 -1.05990 2.19430 0.10
C -4.18200 0.23270 3.32100 -0.06
H 4.75540 2.71980 -3.73830 0.11
C -1.81600 3.28720 0.26120 -0.35
H -1.25690 4.05080 2.19370 0.11
C -0.83610 -2.60900 3.72050 -0.11
H -2.74270 2.55340 -1.53750 0.08
C 3.52050 -2.76180 -0.69760 -0.10
C -0.14680 -3.20610 -1.78770 -0.30
C 3.87310 0.94880 -4.56150 -0.05
H -4.28670 -0.33750 -2.94470 0.08
C 2.33080 2.19840 5.34470 -0.09
H -4.97940 3.30070 -0.93780 0.11
H 2.92770 5.49500 2.90520 0.10
H -0.96680 -0.14130 -4.58860 0.06
C -1.96930 1.79580 3.88240 -0.10
H -0.54490 5.49660 -0.54940 0.12
H -4.48350 -1.12840 -1.37080 0.07
H -0.64010 3.37780 -5.03680 0.11
H -1.88600 -2.39120 3.59750 0.09
H 4.12610 2.20360 -1.44020 0.11
H -1.41920 2.67750 -2.84820 0.08
H 1.12740 -5.01920 5.06460 0.11
H 5.45240 3.07360 2.74430 0.10
C -2.06920 3.88070 1.49950 -0.10
C 0.85870 -4.09620 4.57610 -0.06
C 4.21060 1.80110 1.55230 -0.23
C 1.65640 3.79520 -1.98900 -0.10
H 3.08020 4.61320 -3.34540 0.11
H -0.75360 -2.51290 -2.37910 0.06

=====

3.
133
Properties=species:S:1:pos:R:3:lowdin_charge:R:1 method="wB97M-V/def2-TZVPD" total_charge=+3 spin_multiplicity=2 de_lowest_kcal_mol=44.4 molar_mass_g_mol=1142.783 orbital_gap_ev="6.60 / 7.03" e_lumo_ha="-0.324 / -0.308"
C -2.80266 -7.17958 -1.28759 -0.02
C -2.97368 2.41216 -2.89867 -0.17
C 4.15148 4.34463 -0.70096 -0.05
C 3.11618 -2.06388 1.59648 -0.07
C 4.28948 0.43086 -1.78672 0.01
H 4.32297 1.12948 1.55672 0.13
H 7.59286 0.31513 -1.08098 0.13
O 1.16776 -1.01572 -2.39012 -0.28
H -1.30132 -6.31824 0.78453 0.14
H -3.54782 -7.12791 -2.07931 0.09
H -1.06156 8.20387 0.15919 0.12
Si -2.51439 2.78498 -1.10630 0.70
C 0.46512 0.86834 -3.70633 0.05
H 5.09923 -3.78982 1.36243 0.13
C -1.25359 -3.81769 -2.17588 -0.30
H 2.61972 -2.60330 2.40711 0.09
C -0.56412 -4.44698 0.08697 -0.29
H -5.62196 -4.06641 -0.07500 0.12
H -0.23984 -0.10183 6.23706 0.12
C -3.29364 -2.21581 1.54146 -0.08
H -1.93066 3.28652 1.92727 0.09
H -2.15371 -2.21858 -3.27638 0.09
H 3.59866 0.31187 -2.61121 0.12
H -1.37704 -3.44032 -4.27865 0.10
C 1.63803 4.54448 -1.85107 -0.09
C -1.72783 0.23757 2.68322 -0.36
C -2.53129 6.95568 -0.78676 -0.03
C 2.53043 -3.03968 -0.70933 -0.29
H -3.68009 -0.47406 -1.34574 0.10
H -4.97503 0.06198 2.30450 0.11
H -7.03430 1.39455 2.18148 0.12
H 6.02176 0.02003 -2.96262 0.13
H -5.26092 -2.32828 -1.79033 0.12
C -3.11579 -1.22221 0.58813 -0.36
C 1.77154 3.99358 -0.57015 -0.34
C -1.33324 7.19509 -0.12122 -0.03
C 4.00730 4.92582 -1.95082 -0.04
H -2.26999 3.68464 4.32713 0.12
C 3.36779 -2.97811 0.41963 -0.31
C 5.64700 0.27074 -1.97987 -0.03
C -0.65194 0.00038 5.24204 -0.04
C 0.14786 -0.23407 4.13236 -0.05
C 3.04261 3.87076 -0.01479 -0.11
C -6.17239 1.68136 1.59414 -0.03
C -1.28647 -2.88085 -3.34901 -0.03
P -2.34634 0.36994 0.97818 1.04
C -2.89119 5.66672 -1.14352 -0.07
H 2.53498 -4.52400 -3.79069 0.10
H -3.18848 7.78172 -1.02419 0.12
H -5.23901 3.94742 -0.73304 0.10
C -1.96821 -5.00614 -2.24316 0.01
C -0.38859 -0.11881 2.86092 -0.12
C -3.88472 1.33548 0.94095 -0.37
C 0.20777 3.54352 2.01349 -0.32
H 4.11264 -5.47514 -2.43288 0.14
H 2.28565 3.95614 2.43576 0.08
H -0.23125 -4.83875 2.17219 0.10
C -1.97952 0.36477 5.07285 -0.04
H -7.16681 3.33898 0.65974 0.12
C -0.53362 -3.55547 -1.01117 -0.30
C -2.06028 4.58928 -0.82657 -0.29
H -0.33807 4.18905 5.78738 0.12
H -4.35844 -4.00288 2.04379 0.12
C 0.17372 -4.21047 1.38076 -0.06
H -2.60202 0.55606 5.93706 0.12
H 2.63068 5.45386 -3.51270 0.12
C 1.28901 3.84650 2.83603 -0.07
H 0.72084 1.86026 -3.32117 0.10
H 5.53568 -6.73964 -0.54762 0.10
H 0.08346 -3.17168 1.72615 0.05
H -3.23355 1.36292 -3.04479 0.03
C -6.24834 2.77273 0.73767 -0.03
C -4.90055 -3.27907 0.10146 -0.04
Te 0.73139 -1.89695 -0.61535 1.99
H 6.62946 -5.51323 -1.15543 0.10
H 5.13447 4.27257 -0.25317 0.12
C -1.07434 3.46918 2.56898 -0.10
H -3.30124 -7.38816 -0.34065 0.09
H -3.85259 3.00882 -3.15812 0.05
H 1.92718 4.33360 4.81909 0.12
H 1.26695 0.50956 -4.34733 0.10
H 2.50120 -1.20606 1.32472 0.01
H 0.24172 -0.30620 1.99665 0.04
V -0.55989 1.18245 -0.40308 0.38
H -2.17899 2.68095 -3.59563 0.03
C -4.69849 -2.30153 -0.86557 -0.05
H 1.08984 -4.69797 -2.80913 0.09
C -1.26896 3.70197 3.91713 -0.05
C -0.48274 6.14371 0.17188 -0.05
C 3.81336 0.74550 -0.50751 -0.22
H 6.35101 -5.65415 0.58589 0.09
P 0.21624 3.43820 0.19215 1.04
C 6.52939 0.42627 -0.91728 -0.01
H -3.54631 0.79966 3.68926 0.10
C -2.51703 0.49362 3.80154 -0.07
C -5.15749 3.11505 -0.04418 -0.06
C 6.05494 0.73175 0.35568 -0.03
H 4.06064 -1.69266 1.99132 0.09
H 6.74630 0.84227 1.18007 0.13
C 1.08716 4.06900 4.19059 -0.05
N -0.69231 0.02628 -1.69221 -0.13
C 2.80278 -3.94708 -1.75156 -0.25
C -3.96194 2.40114 0.04524 -0.29
C 5.87736 -5.71610 -0.39115 -0.02
C -2.00159 -5.91748 -1.19979 -0.23
H -2.51624 -5.22581 -3.15275 0.14
C -1.28887 -5.61847 -0.04363 0.01
C 3.90380 -4.77885 -1.62902 0.02
C 2.74866 5.00950 -2.53341 -0.04
C -4.19166 -3.24369 1.29049 -0.05
H -0.38790 -2.27099 -3.41092 0.04
H -0.45520 0.94405 -4.28316 0.10
C 4.73218 -4.75979 -0.50941 -0.22
H -3.81870 5.50175 -1.67897 0.11
H -2.14905 -8.02858 -1.49753 0.10
C -0.18510 3.99692 4.73379 -0.04
N 1.31271 1.08463 -0.03874 0.02
C 4.70294 0.89150 0.57090 -0.03
C -0.85829 4.85017 -0.18292 -0.40
C 4.45718 -3.83409 0.49004 0.01
C -3.80925 -1.27411 -0.62377 -0.10
C 2.43886 0.92513 -0.26860 -0.09
H 0.46341 6.32168 0.66993 0.12
C 1.95807 -4.06285 -2.99142 -0.02
H 3.18124 3.41741 0.95640 0.08
C 0.26331 -0.06028 -2.55191 -0.63
H 0.65509 4.63325 -2.29900 0.11
H 1.62532 -3.08855 -3.33878 0.06
C -5.00090 0.94973 1.68412 -0.07
H 1.22961 -4.46024 1.27114 0.09
H 4.87117 5.31843 -2.46999 0.12
H 1.18837 -0.50356 4.26242 0.11
H -2.77617 -2.16264 2.49276 0.11

=====

Number 1: DFT total energy -7862.99081 Ha. Number 2: DFT total energy -7827.31229 Ha. Number 3: DFT total energy -4843.52635 Ha.